DFT (the ωB97M-V functional and the def2-TZVPD basis) results for a molecular structure, C39H34As2LiN4Se4.

Geometry as ORCA input:
```
! RIJCOSX wB97M-V def2-TZVPD def2/J DEFGRID3
* xyz -1 1
Li 0.62 -1.33 0.28
C -1.47 1.66 1.56
C -0.76 2.71 0.71
As 0.78 1.91 -0.24
C 0.13 1.97 -2.08
C -0.54 3.06 -2.62
C -1.03 3.00 -3.92
C -0.86 1.85 -4.68
C -0.20 0.76 -4.14
C 0.31 0.82 -2.85
C 1.94 3.50 -0.25
C 2.46 4.06 -1.41
C 3.36 5.11 -1.34
C 3.75 5.62 -0.12
C 3.24 5.07 1.05
C 2.35 4.01 0.98
As -1.85 0.10 0.40
C -2.67 -1.26 1.51
C -3.86 -1.82 1.07
C -4.41 -2.95 1.67
C -3.73 -3.55 2.71
C -2.53 -3.01 3.16
C -1.99 -1.87 2.59
C -3.40 0.87 -0.51
C -4.50 1.39 0.18
C -5.53 2.00 -0.51
C -5.48 2.10 -1.89
C -4.40 1.59 -2.58
C -3.36 0.97 -1.89
H -2.37 2.06 2.03
H -0.78 1.32 2.33
H -0.39 3.53 1.32
H -1.44 3.14 -0.04
H -0.69 3.96 -2.04
H -1.56 3.85 -4.33
H -1.27 1.80 -5.68
H -0.09 -0.16 -4.71
H 0.80 -0.05 -2.42
H 2.16 3.67 -2.38
H 3.75 5.54 -2.26
H 4.45 6.45 -0.07
H 3.55 5.45 2.02
H 1.97 3.57 1.90
H -4.37 -1.39 0.21
H -5.34 -3.36 1.31
H -4.12 -4.45 3.18
H -1.98 -3.51 3.95
H -0.14 -3.33 1.64
H -4.54 1.31 1.26
H -6.38 2.40 0.03
H -6.29 2.58 -2.43
H -4.35 1.66 -3.66
H -2.52 0.55 -2.44
Se -1.15 -2.31 -1.65
Se -1.00 -4.57 -2.09
Se -0.92 -5.52 0.08
Se 0.79 -4.30 1.06
N 4.68 -1.12 -0.51
C 3.46 -0.63 -0.16
N 2.47 -1.32 -0.66
C 3.08 -2.34 -1.39
C 2.50 -3.36 -2.15
C 3.35 -4.25 -2.77
C 4.75 -4.13 -2.67
C 5.34 -3.12 -1.93
C 4.47 -2.23 -1.30
H 5.57 -0.74 -0.21
H 3.35 0.25 0.45
H 1.42 -3.45 -2.21
H 2.93 -5.06 -3.35
H 5.38 -4.85 -3.18
H 6.41 -3.02 -1.85
N 1.29 -2.70 7.41
C 1.08 -2.35 6.33
C 0.82 -1.91 4.98
C 1.92 -1.68 4.08
C 1.58 -1.28 2.82
N 0.37 -1.05 2.31
C -0.78 -1.16 3.23
C -0.45 -1.70 4.60
H 2.95 -1.86 4.37
H 2.40 -1.16 2.11
H -1.19 -0.15 3.41
H -1.26 -1.84 5.30
*
```

Values from the calculation:
**Molecular weight**: 1031.35 g/mol
**Kohn-Sham gap**: 5.849 eV
**E_tot**: -15810.526734 Eh